C11H24BN4O5P | ωB97M-V/def2-TZVPD

Geometry as ORCA input:
```
! wB97M-V def2-TZVPD RIJCOSX def2/J DEFGRID3
* xyz 0 1
C -0.05389 -0.24613 -3.74736
C -0.82688 1.06759 -3.63700
C -0.26950 2.04773 -2.60954
N -0.76867 1.80511 -1.23717
C -0.18037 0.70270 -0.60092
C 1.16515 0.60649 -0.28053
C 1.66202 -0.49245 0.33915
C 3.10815 -0.56883 0.69166
B 3.34110 0.20496 2.07113
O 2.39713 0.06507 3.05201
O 4.45993 0.97482 2.17544
C 0.72591 -1.51531 0.61836
P 1.13762 -3.15900 1.30866
N 1.69023 -4.13014 0.24661
O -0.17861 -3.58722 2.08342
O 2.09592 -2.93416 2.55766
N -0.54999 -1.40125 0.33202
N -0.98509 -0.30893 -0.25772
C -2.45375 -0.22405 -0.43458
C -3.05060 0.80103 0.54382
C -2.28510 0.90723 1.85604
H -0.01560 -0.79663 -2.80466
H -0.51982 -0.90655 -4.47968
H 0.96993 -0.06399 -4.08100
H -0.79748 1.56468 -4.60941
H -1.88089 0.88115 -3.42198
H -0.58528 3.05808 -2.86667
H 0.82878 2.03865 -2.65959
H -0.57698 2.62652 -0.66995
H 1.81395 1.43435 -0.53994
H 3.68595 -0.03910 -0.06788
H 3.45794 -1.59951 0.74208
H 2.24834 0.82638 3.62158
H 4.55738 1.39314 3.03801
H 1.75725 -3.77918 -0.69833
H -0.76002 -4.10512 1.51151
H 2.95383 -3.32751 2.34331
H -2.81154 -1.23339 -0.24569
H -2.64186 0.03960 -1.47254
H -3.08343 1.77637 0.06728
H -4.07372 0.50391 0.77054
H -1.31582 1.40833 1.73300
H -2.90276 1.56163 2.47344
H -2.10781 -0.07080 2.31779
O -4.30137 3.11479 1.99443
H -4.07967 3.07896 2.93318
*
```

Results
HOMO, Ha: -0.1827
Electronic energy, Ha: -1394.9788
Largest force on an atom, eV/Å: 0.99
Kohn-Sham gap, eV: 3.4



C2H2IPS | ωB97M-V/def2-TZVPD

Geometry as ORCA input:
```
! wB97M-V def2-TZVPD RIJCOSX def2/J DEFGRID3
* xyz 0 3
C 1.36263 -0.82736 -0.68518
C 0.75683 -0.33567 -1.58016
P -1.98972 0.68195 0.85804
S -1.21189 -0.98058 1.48484
I -1.00179 2.60185 2.12892
H 1.76451 -0.92539 0.35993
H 0.31942 -0.21480 -2.56640
*
```

Results
HOMO (alpha / beta), Ha: -0.2817 / -0.3600
Electronic energy, Ha: -1114.5072
Largest force on an atom, eV/Å: 3.96
Kohn-Sham gap (alpha / beta), eV: 7.3 / 6.3



C2H6LiO | ωB97M-V/def2-TZVPD

Geometry as ORCA input:
```
! wB97M-V def2-TZVPD RIJCOSX def2/J DEFGRID3
* xyz 1 1
O -0.56697 -0.19140 -0.14402
C 0.21836 0.67226 -0.94151
C 0.13151 -0.55417 1.03037
H -0.36832 0.92466 -1.84080
H 1.15832 0.19003 -1.25856
H 0.46439 1.60602 -0.40843
H 1.06776 -1.08882 0.79760
H 0.37382 0.32718 1.64773
H -0.52053 -1.22472 1.61503
Li -1.95830 -0.66108 -0.49742
*
```

Results
HOMO, Ha: -0.5914
Energy relative to the best compared isomer or geometry (same formula, charge and spin), kcal per mole: 0.7
Electronic energy, Ha: -162.3254
Largest force on an atom, eV/Å: 4.25
Kohn-Sham gap, eV: 11.5



C15H62NO20 | ωB97M-V/def2-TZVPD

Geometry as ORCA input:
```
! wB97M-V def2-TZVPD RIJCOSX def2/J DEFGRID3
* xyz 1 1
C -1.02810 1.71660 1.21017
C 0.02819 2.57622 0.91242
C -0.61267 -2.43419 0.57703
C -1.75373 -0.54713 1.59552
C 0.30619 -1.58517 -0.07080
C -0.85495 0.29409 0.94135
C -1.63128 -1.93974 1.39496
C 0.12924 -0.21561 0.13146
C -2.29519 2.28143 1.74177
C -2.54706 -2.83708 2.04726
C 2.34198 1.68623 1.15019
C 1.68878 3.25186 -0.63919
C 2.24832 0.25621 -1.14764
C 0.01239 1.14660 -1.78196
C 1.21377 2.04381 0.17718
N 0.91902 0.80114 -0.64411
H -0.09343 3.65848 1.11079
H -0.41703 -3.52481 0.55995
H -2.64473 -0.15634 2.22494
H 1.20653 -2.00359 -0.59362
H -2.25062 3.37670 1.60596
H -3.18172 1.86481 1.20264
H -2.38468 1.96859 2.81463
H -3.51742 -2.70722 1.51429
H -2.10224 -3.81986 1.97656
H -2.65918 -2.59994 3.07881
H 1.92309 0.82615 1.71608
H 3.41219 1.46310 0.72207
H 2.62335 2.50350 1.89498
H 2.61069 3.02948 -1.05248
H 1.87838 4.15268 -0.00078
H 1.11419 3.53898 -1.49522
H 2.83114 -0.23857 -0.34812
H 2.03589 -0.57047 -1.89505
H 2.86456 1.05840 -1.68678
H -0.24923 0.17875 -2.33413
H 0.46958 1.92069 -2.41552
H -0.91255 1.57607 -1.41515
O 4.12559 4.37557 -3.10630
H 3.41439 3.93333 -3.67409
H 4.79544 3.66827 -2.83282
O 2.44575 2.34765 -4.14358
H 2.07327 2.29023 -5.08258
H 3.09705 1.58397 -4.01564
O 0.61742 4.60703 -3.85796
H 1.12142 3.73163 -3.79948
H 0.05771 4.59276 -4.70074
O 5.74021 2.77022 0.45669
H 5.54543 3.63437 0.94563
H 6.14260 2.11807 1.11740
O -5.17403 1.59278 3.61672
H -5.56437 2.46961 3.29647
H -5.92659 0.92027 3.68840
O 0.77622 -5.70808 -1.01478
H 0.75010 -4.84502 -1.54224
H 0.64143 -6.47587 -1.65983
O 1.24830 -3.90530 -2.85776
H 2.24928 -3.84400 -2.99213
H 0.82834 -3.06280 -3.22871
O -0.34992 -6.19588 1.30175
H -0.04462 -5.44175 1.90328
H -0.24992 -5.89323 0.34146
O 0.61318 -1.70394 -4.08124
H 1.34450 -1.72725 -4.78009
H 0.06468 -0.86627 -4.22688
O -0.61799 6.40557 0.95974
H 0.11690 6.20203 1.62477
H -0.19141 6.78893 0.12618
O 5.42821 -0.31821 0.01601
H 5.29346 0.46149 0.64661
H 4.77277 -1.04595 0.27008
O 3.82128 -2.15620 0.97021
H 3.39815 -2.99864 0.60275
H 3.68476 -2.14640 1.97272
O -5.87577 -2.62288 1.98792
H -5.24945 -3.34952 2.30959
H -6.69051 -3.06556 1.58296
O -4.06070 -4.68780 3.99497
H -3.05034 -4.73704 4.01767
H -4.36765 -4.93932 3.06423
O -1.14568 -4.85601 4.66444
H -0.80509 -5.15575 5.56883
H -0.35591 -4.52995 4.12249
O -3.79780 2.17327 -1.58740
H -4.59202 1.81589 -1.07238
H -3.80120 3.18224 -1.51167
O -2.64116 -0.00426 -2.83188
H -3.05148 0.81452 -2.40178
H -2.39273 0.23097 -3.78409
O -5.78552 0.64112 0.62089
H -5.82451 0.03229 1.42809
H -5.87204 1.59660 0.94232
O 3.64596 -0.12570 -3.80964
H 3.39507 -0.67643 -4.62051
H 4.53410 -0.46337 -3.46184
O 0.68137 0.15953 4.41061
H -0.07198 -0.51224 4.34032
H 0.36438 0.92956 4.98535
*
```

Results
HOMO, Ha: -0.4084
Electronic energy, Ha: -2167.9316
Largest force on an atom, eV/Å: 4.19
Kohn-Sham gap, eV: 8.0



C4H6NO | ωB97M-V/def2-TZVPD

Geometry as ORCA input:
```
! wB97M-V def2-TZVPD RIJCOSX def2/J DEFGRID3
* xyz 1 1
C -0.98470 -0.27740 -0.92727
C -1.40274 -0.50975 0.35772
C 1.21042 0.27482 -0.11825
C 0.56887 0.06942 1.26224
N 0.20626 0.26807 -1.22404
O -0.65342 -0.17297 1.45522
H -1.75403 -0.58618 -1.63958
H -2.23944 -1.03699 0.78421
H 1.79018 1.32815 -0.04450
H 2.00506 -0.57308 -0.09172
H 1.02653 0.31687 2.17103
H 0.22701 0.89904 -1.98506
*
```

Results
HOMO (alpha / beta), Ha: -0.4974 / -0.4974
Energy relative to the best compared isomer or geometry (same formula, charge and spin), kcal per mole: 46.7
Electronic energy, Ha: -285.6479
Largest force on an atom, eV/Å: 3.36
Kohn-Sham gap (alpha / beta), eV: 7.6 / 7.6



C4H14NO | ωB97M-V/def2-TZVPD

Geometry as ORCA input:
```
! wB97M-V def2-TZVPD RIJCOSX def2/J DEFGRID3
* xyz 1 1
C -1.11020 -1.03416 -0.32082
C -0.45395 -0.00687 -1.33831
N -1.41194 1.19182 -1.26697
C -1.50703 1.94102 0.03526
C 1.05665 0.11518 -1.38506
H -2.19834 -1.18985 -0.39527
H -0.96931 -0.55478 0.68971
H -0.57832 -1.94604 -0.30137
H -0.71091 -0.34568 -2.40464
H 3.15889 -4.24159 3.79276
H -0.83171 1.78637 -1.94834
H -1.28099 1.28145 0.87252
H -0.97846 2.90328 0.27344
H -2.59552 2.20676 0.13790
H 0.99584 0.48767 0.16961
H 1.52092 0.73976 -2.21312
H 1.52864 -0.95225 -1.28665
H 3.85994 -4.27767 3.92607
H 1.49138 0.70881 1.83765
O 1.01442 1.18676 1.12563
*
```

Results
HOMO, Ha: -0.5282
Energy relative to the best compared isomer or geometry (same formula, charge and spin), kcal per mole: 194.3
Electronic energy, Ha: -290.2656
Largest force on an atom, eV/Å: 5.63
Kohn-Sham gap, eV: 5.6



C2H4OS2 | ωB97M-V/def2-TZVPD

Geometry as ORCA input:
```
! wB97M-V def2-TZVPD RIJCOSX def2/J DEFGRID3
* xyz 0 1
C 2.10287 -0.05327 -0.62270
C -1.74604 -0.06619 0.41170
O 2.77844 -0.19908 -1.58780
S 0.83605 1.16085 -0.51833
S -0.24609 0.73405 1.13116
H 2.21944 -0.85601 0.26049
H -2.14312 -0.82061 1.25219
H -1.37659 -0.72629 -0.50051
H -2.42497 0.82655 0.17379
*
```

Results
HOMO, Ha: -0.3449
Energy relative to the best compared isomer or geometry (same formula, charge and spin), kcal per mole: 13.0
Electronic energy, Ha: -950.1880
Largest force on an atom, eV/Å: 3.42
SMILES string: CSSC=O
Kohn-Sham gap, eV: 9.9



C17H16Cl2Fe | ωB97M-V/def2-TZVPD

Geometry as ORCA input:
```
! wB97M-V def2-TZVPD RIJCOSX def2/J DEFGRID3
* xyz -1 6
C -1.30834 -0.21725 0.98121
C -1.50649 -1.47813 0.34155
C -1.74192 -1.21602 -1.08399
H -1.54628 -2.47324 0.79903
C -1.60846 0.20083 -1.27690
C -1.34939 0.79968 0.01187
H -1.28101 1.86081 0.19633
H -1.21159 -0.10207 2.05047
H -2.12813 -1.94097 -1.79612
H -1.83984 0.71842 -2.19778
Fe 0.48211 -0.90227 -0.92665
Cl 1.56962 -1.50437 0.80842
C 2.10449 -2.83425 -1.77357
C 1.45874 -2.42636 -2.99955
C 0.19574 -3.09380 -3.07145
H 1.91186 -1.82551 -3.77176
C 0.05794 -3.91963 -1.90318
C 1.23081 -3.76152 -1.10744
H 1.45833 -4.31441 -0.21257
H 3.09972 -2.56046 -1.46632
H -0.48501 -3.07796 -3.91280
H -0.74565 -4.62176 -1.71057
Cl 3.92075 0.89297 -0.40313
C 2.81805 2.16873 -0.78608
C 3.16608 3.47958 -0.42806
C 2.28899 4.53542 -0.74461
C 1.03996 4.25092 -1.27837
C 0.70146 2.96130 -1.61937
C 1.61158 1.87895 -1.52019
C 1.41271 0.61008 -2.16925
H 4.15449 3.66030 0.04813
H 2.62533 5.54644 -0.56280
H 0.36136 5.05320 -1.45611
H -0.26484 2.74679 -2.04738
H 0.72636 0.70551 -2.99995
H 2.33197 0.15286 -2.50266
*
```

Results
HOMO (alpha / beta), Ha: -0.1382 / -0.1354
Energy relative to the best compared isomer or geometry (same formula, charge and spin), kcal per mole: 0.0
Electronic energy, Ha: -2841.4648
Largest force on an atom, eV/Å: 2.34
Kohn-Sham gap (alpha / beta), eV: 6.9 / 6.5



C42H33CsF3GeN4O3S2 | ωB97M-V/def2-TZVPD

Geometry as ORCA input:
```
! wB97M-V def2-TZVPD RIJCOSX def2/J DEFGRID3
* xyz -2 2
Cs 0.80897 -1.01545 -0.61496
N -1.95795 1.44392 -4.14179
C -0.74671 0.77330 -4.28504
S 0.65884 1.68804 -4.61339
N -0.79917 -0.52232 -4.28438
N 0.17280 -1.32830 -3.95318
C 0.54679 -2.28571 -4.73796
C 0.09650 -2.39344 -6.14705
C -0.36122 -3.60311 -6.67100
C -0.77768 -3.69281 -7.99046
C -0.73892 -2.57284 -8.80944
C -0.29453 -1.36214 -8.29429
C 0.11549 -1.26858 -6.97312
C 1.50621 -3.24468 -4.18379
C 2.39627 -3.95621 -5.00494
C 3.33115 -4.79288 -4.42665
C 3.36516 -4.92295 -3.04381
C 2.43635 -4.20003 -2.30996
N 1.53720 -3.38921 -2.85022
H -1.81757 2.40719 -3.88262
H -2.61906 0.95721 -3.55221
H -0.39543 -4.47760 -6.03120
H -1.13829 -4.63783 -8.38098
H -1.06195 -2.64201 -9.84189
H -0.26379 -0.48268 -8.92632
H 0.45535 -0.31937 -6.56836
H 2.36300 -3.82287 -6.07730
H 4.04051 -5.33038 -5.04555
H 4.08594 -5.56143 -2.55096
H 2.41197 -4.27221 -1.22674
C -1.04895 0.78474 6.78410
C -1.62474 0.69200 5.50549
C -0.93318 0.11587 4.47372
C 0.38005 -0.38530 4.66681
C 1.11212 -0.96392 3.62661
C 2.48363 -1.52149 3.82821
C 2.90747 -1.59333 5.25322
C 2.19647 -1.00643 6.22566
C 0.94206 -0.33863 5.98155
C 0.20973 0.25672 7.00717
H -1.60044 1.24263 7.59659
H -2.61438 1.09693 5.32615
H -1.36392 0.04707 3.48385
H 3.20962 -0.94384 3.23315
H 3.81544 -2.14875 5.45652
H 2.54671 -1.06214 7.25214
H 0.63911 0.28783 8.00443
C -4.98647 1.33119 2.73973
C -4.32353 0.21884 2.24328
C -3.09977 0.37326 1.60171
C -2.49939 1.62256 1.43213
C -3.19558 2.72592 1.93388
C -4.41414 2.58800 2.58602
Ge -0.74072 1.72865 0.39878
C -1.18015 3.55771 -0.37029
C -2.27265 3.70853 -1.22839
C -2.55480 4.91361 -1.85468
C -1.74148 6.01776 -1.63617
C -0.65922 5.90187 -0.77653
C -0.38790 4.68758 -0.15650
C 0.46753 2.45022 1.86854
C 0.05826 2.97308 3.09370
C 0.96991 3.40152 4.05081
C 2.33264 3.32392 3.80423
C 2.77087 2.82408 2.58559
C 1.84584 2.39739 1.64184
H -5.94353 1.22208 3.23815
H -4.75316 -0.77128 2.35322
H -2.59520 -0.50855 1.21558
H -2.77992 3.71975 1.80015
H -4.93269 3.46106 2.96974
H -2.92383 2.85560 -1.40445
H -3.40682 4.99892 -2.52160
H -1.94855 6.95974 -2.13217
H -0.02079 6.76039 -0.59353
H 0.46047 4.61629 0.51474
H -0.99909 3.03904 3.31693
H 0.61104 3.78306 5.00112
H 3.04689 3.64446 4.55444
H 3.83318 2.75911 2.37320
H 2.20429 2.01582 0.68749
F 1.44556 -5.55240 0.96514
C 2.06849 -4.92075 2.00368
F 3.37738 -5.22051 1.89141
F 1.62544 -5.54445 3.12788
S 1.42764 -3.04023 1.97140
O 2.44657 -2.85719 3.24002
O 0.65386 -1.26888 2.44161
O 2.10055 -2.62936 0.74232
*
```

Results
HOMO (alpha / beta), Ha: -0.0577 / -0.0705
Energy relative to the best compared isomer or geometry (same formula, charge and spin), kcal per mole: 68.8
Electronic energy, Ha: -5258.0422
Largest force on an atom, eV/Å: 2.73
Kohn-Sham gap (alpha / beta), eV: 5.4 / 5.7



C2H4O2S2 | ωB97M-V/def2-TZVPD

Geometry as ORCA input:
```
! wB97M-V def2-TZVPD RIJCOSX def2/J DEFGRID3
* xyz 0 3
C -1.33019 -1.52366 -0.54004
C 1.05694 1.26875 0.55516
O -3.17733 -0.17942 -1.85041
O 2.42479 -1.11720 0.75790
S -2.28423 -0.25586 -0.70851
S 1.21556 -0.49268 1.20025
H -0.89611 -2.51153 -0.81070
H 1.66220 1.90745 1.20026
H -0.08270 1.39730 0.68752
H 1.41106 1.50685 -0.49143
*
```

Results
HOMO (alpha / beta), Ha: -0.3175 / -0.3717
Energy relative to the best compared isomer or geometry (same formula, charge and spin), kcal per mole: 42.3
Electronic energy, Ha: -1025.2567
Largest force on an atom, eV/Å: 3.86
Kohn-Sham gap (alpha / beta), eV: 8.3 / 7.9



C17H26N4O4S | ωB97M-V/def2-TZVPD

Geometry as ORCA input:
```
! wB97M-V def2-TZVPD RIJCOSX def2/J DEFGRID3
* xyz 0 1
C 2.57662 -7.14971 -1.98385
C 3.30866 -5.95660 -2.82067
O 3.43314 -4.79117 -2.10683
C 2.55483 -3.97627 -1.92023
C 1.43292 -4.00175 -2.58841
C 0.42093 -3.19979 -2.17046
C 0.75394 -2.18990 -1.23090
C 1.86869 -1.98331 -0.92885
C 2.82121 -2.98555 -1.19188
H 3.84670 -2.85533 -0.63872
H 1.96061 -1.31312 -0.16080
N -0.44450 -1.20372 -1.28781
S -1.77442 -1.55390 -0.87262
O -2.61624 -2.21978 -1.96236
O -2.60581 -0.52215 -0.30194
C -1.70985 -3.11879 0.48191
H -2.61498 -3.24653 0.76915
H -1.12403 -2.68918 1.29075
H -1.38745 -3.74789 -0.14781
C -0.10353 0.07614 -0.47957
C -0.02846 0.12721 0.84578
O -0.09394 -1.06793 1.70580
N -0.16104 1.29870 1.56927
N -0.10459 2.35870 0.93628
C -0.34350 3.68507 1.07469
C -0.26075 4.88952 0.41232
H 0.01459 4.53834 -0.61301
H 0.47217 5.46728 0.57353
C -1.44642 5.50944 0.71354
N -1.55623 6.03041 2.10688
C -2.78643 6.92875 2.20301
H -2.51443 7.83337 1.50286
H -2.70824 7.25620 3.32620
H -3.53225 6.50591 2.03195
C -1.57944 4.84184 2.88831
H -1.96835 5.16739 3.94408
C -0.38040 4.11007 2.61114
H -0.45503 3.05699 3.67179
H 0.43984 4.60792 3.07609
H -2.61170 4.04314 2.67702
H -1.44913 6.54369 0.19888
H -2.40163 4.76210 0.50206
H -0.04802 1.28675 2.55059
H 1.04215 0.49706 -0.93235
H -0.86630 0.77963 -0.99299
H -0.64107 -3.05748 -2.60626
H 1.07661 -4.85028 -3.05501
H 4.45044 -6.31301 -3.01324
H 2.73234 -5.83316 -3.91031
H 2.47701 -8.21986 -2.68430
H 3.08339 -7.36720 -1.20927
H 1.55139 -6.78829 -1.85344
*
```

Results
HOMO, Ha: -0.3208
Energy relative to the best compared isomer or geometry (same formula, charge and spin), kcal per mole: 522.6
Electronic energy, Ha: -1580.7647
Largest force on an atom, eV/Å: 19.25
Kohn-Sham gap, eV: 8.3